Entry 1:
19
Properties=species:S:1:pos:R:3:lowdin_charge:R:1 method="wB97M-V/def2-TZVPD" de_lowest_kj_mol=103.3 smiles=C[C@H](O)[C@@H]1C[C@H]1C charge=0 e_tot_ha=-311.0199
C -1.095 -0.560 -0.533 -0.093
C -0.841 0.788 0.074 -0.308
C -1.938 1.381 0.925 -0.070
C -0.060 -0.393 0.560 -0.212
O 1.405 -2.111 -0.137 -0.044
C 1.384 -0.736 0.229 -0.413
C 2.051 0.109 -0.850 -0.049
H -0.766 -0.712 -1.560 0.107
H 0.550 -2.258 -0.567 0.077
H -2.025 -1.066 -0.287 0.109
H -0.309 1.488 -0.567 0.132
H -2.346 0.621 1.601 0.081
H -2.759 1.729 0.288 0.079
H -1.587 2.222 1.532 0.075
H -0.360 -0.781 1.533 0.144
H 1.991 -0.659 1.140 0.141
H 1.495 0.077 -1.794 0.079
H 3.051 -0.292 -1.045 0.082
H 2.158 1.154 -0.540 0.082



Entry 2:
45
Properties=species:S:1:pos:R:3:lowdin_charge:R:1 method="wB97M-V/def2-TZVPD" smiles="O=C1C=CC(=O)C(P(=O)(O)O)=C1.O=[N+]([O-])c1ccccc1.O=[N+]([O-])c1ccccc1" charge=0 e_tot_ha=-1822.7956
O -0.207 -6.211 -2.673 0.134
C -0.593 -5.206 -2.182 -0.361
C 0.342 -4.059 -1.789 0.005
C -0.048 -2.820 -2.069 -0.007
C -1.409 -2.703 -2.752 -0.382
O -1.623 -1.960 -3.649 0.137
C -2.467 -3.679 -2.198 -0.156
P -4.204 -3.170 -1.886 0.490
O -4.473 -3.384 -0.450 -0.287
O -5.277 -4.016 -2.740 -0.115
O -4.308 -1.572 -2.165 -0.120
C -2.077 -4.910 -1.926 0.038
H 1.285 -4.276 -1.281 0.126
H 0.535 -1.933 -1.806 0.126
H -5.882 -4.368 -2.063 0.092
H -3.598 -1.181 -1.625 0.072
H -2.760 -5.675 -1.545 0.137
C 1.464 0.459 3.172 -0.057
C 0.407 0.956 2.420 -0.061
C -0.367 0.097 1.658 0.010
C -0.075 -1.258 1.662 -0.139
C 0.981 -1.766 2.402 -0.005
C 1.753 -0.900 3.160 -0.066
N -0.907 -2.176 0.875 -0.325
O -1.818 -1.693 0.217 0.068
O -0.647 -3.356 0.913 0.089
H 2.064 1.134 3.770 0.109
H 0.186 2.008 2.433 0.076
H -1.188 0.492 1.076 0.121
H 1.209 -2.823 2.399 0.119
H 2.579 -1.284 3.744 0.108
C 3.783 5.967 -0.274 -0.069
C 3.334 4.818 -0.912 -0.063
C 2.197 4.170 -0.456 0.000
C 1.518 4.686 0.636 -0.143
C 1.960 5.827 1.286 -0.002
C 3.099 6.468 0.827 -0.064
N 0.300 4.017 1.107 -0.346
O -0.050 3.004 0.527 0.055
O -0.292 4.508 2.050 0.086
H 4.669 6.474 -0.636 0.109
H 3.869 4.430 -1.768 0.110
H 1.852 3.277 -0.957 0.121
H 1.430 6.223 2.141 0.120
H 3.453 7.362 1.324 0.109



Entry 3:
50
Properties=species:S:1:pos:R:3:lowdin_charge:R:1 method="wB97M-V/def2-TZVPD" de_lowest_kj_mol=69.5 smiles="Cc1ccc(S(=O)(=O)N(C)c2ccc(OCc3cccc(C)c3)cc2)cc1" charge=0 e_tot_ha=-1530.7832
C 0.059 2.828 4.188 -0.047
C 0.804 1.625 3.696 -0.267
C 2.131 1.748 3.291 -0.029
C 2.832 0.650 2.830 -0.051
C 2.202 -0.579 2.779 -0.289
C 0.891 -0.728 3.183 -0.050
C 0.195 0.377 3.642 -0.025
H -0.832 0.268 3.958 0.114
H 0.439 -1.706 3.135 0.120
S 3.087 -1.976 2.108 0.691
O 4.488 -1.850 2.384 -0.286
O 2.433 -3.193 2.507 -0.278
N 2.886 -1.706 0.443 -0.227
C 1.507 -1.634 0.114 -0.312
C 0.708 -2.761 -0.058 -0.010
C -0.639 -2.622 -0.309 0.014
C -1.225 -1.357 -0.388 -0.265
C -0.426 -0.230 -0.224 0.007
C 0.927 -0.377 0.025 -0.011
H 1.547 0.497 0.153 0.124
H -0.840 0.762 -0.296 0.111
O -2.566 -1.341 -0.617 -0.044
C -3.234 -0.098 -0.665 -0.147
C -2.863 0.762 -1.850 -0.219
C -2.421 0.178 -3.028 0.011
C -2.088 0.953 -4.131 -0.266
C -2.214 2.333 -4.040 -0.051
C -2.661 2.923 -2.871 -0.077
C -2.982 2.143 -1.775 -0.053
H -3.328 2.605 -0.861 0.112
H -2.757 3.997 -2.813 0.102
H -1.961 2.949 -4.891 0.109
C -1.584 0.305 -5.384 -0.048
H -1.756 0.942 -6.248 0.075
H -2.071 -0.654 -5.547 0.079
H -0.511 0.126 -5.302 0.086
H -2.333 -0.897 -3.082 0.128
H -4.295 -0.368 -0.730 0.141
H -3.079 0.457 0.270 0.132
H -1.271 -3.487 -0.437 0.121
H 1.140 -3.745 0.029 0.116
C 3.720 -2.586 -0.349 -0.084
H 4.732 -2.485 0.036 0.082
H 3.685 -2.263 -1.389 0.099
H 3.420 -3.637 -0.281 0.087
H 3.861 0.719 2.513 0.118
H 2.612 2.715 3.337 0.117
H 0.519 3.207 5.100 0.086
H -0.979 2.586 4.400 0.075
H 0.091 3.624 3.447 0.083



Entry 4:
59
Properties=species:S:1:pos:R:3:lowdin_charge:R:1 method="wB97M-V/def2-TZVPD" de_lowest_kj_mol=182.8 charge=+1 e_tot_ha=-1845.4797
Rh 0.198 1.721 0.885 1.001
N 3.202 -0.416 3.194 0.132
C 2.520 0.449 2.445 -0.778
S 0.876 0.827 2.954 0.733
N 3.084 1.036 1.438 0.016
N 2.300 1.808 0.704 -0.108
C 2.775 2.821 0.075 -0.026
C 1.828 3.766 -0.465 -0.262
C 2.136 4.691 -1.457 0.011
C 1.182 5.620 -1.827 -0.016
C -0.056 5.606 -1.197 -0.013
C -0.300 4.637 -0.243 -0.100
N 0.612 3.736 0.113 0.011
H 2.811 -0.754 4.055 0.106
H 4.169 -0.596 2.980 0.124
H 3.841 3.011 0.039 0.149
H 3.113 4.660 -1.918 0.129
H 1.400 6.351 -2.594 0.124
H -0.805 6.350 -1.422 0.121
H -1.244 4.595 0.283 0.119
C 0.242 1.358 -2.569 -0.049
O -0.552 1.927 -1.537 -0.253
C -1.905 1.499 -1.598 -0.170
C -2.687 2.103 -0.454 -0.165
O -2.092 1.752 0.789 -0.324
C -3.026 1.632 1.859 -0.048
H -0.187 1.589 -3.547 0.106
H 0.321 0.276 -2.447 0.072
H 1.234 1.799 -2.501 0.089
H -1.959 0.411 -1.528 0.115
H -2.359 1.825 -2.541 0.145
H -3.702 1.704 -0.508 0.146
H -2.729 3.194 -0.547 0.120
H -3.753 0.852 1.625 0.105
H -3.537 2.583 2.033 0.102
H -2.468 1.348 2.748 0.092
C 0.555 -6.853 -0.050 -0.048
C 0.236 -5.387 0.037 -0.263
C 0.180 -4.734 1.260 -0.002
C -0.175 -3.392 1.356 -0.205
C -0.302 -2.724 2.692 -0.033
C -0.403 -2.693 0.173 -0.064
C -0.396 -3.324 -1.069 -0.206
C -0.706 -2.571 -2.332 -0.024
C -0.057 -4.670 -1.119 -0.003
C -0.707 -1.186 0.240 -0.590
O -1.901 -0.901 0.300 0.062
O 0.319 -0.418 0.204 -0.078
H 0.888 -7.245 0.909 0.075
H 1.330 -7.035 -0.794 0.082
H -0.331 -7.409 -0.360 0.086
H 0.407 -5.285 2.166 0.116
H 0.118 -3.342 3.484 0.081
H -1.355 -2.549 2.925 0.096
H 0.198 -1.756 2.698 0.009
H 0.003 -1.752 -2.473 0.064
H -1.711 -2.147 -2.289 0.087
H -0.646 -3.228 -3.197 0.082
H -0.029 -5.171 -2.080 0.120



Entry 5:
29
Properties=species:S:1:pos:R:3:lowdin_charge:R:1 method="wB97M-V/def2-TZVPD" de_lowest_kj_mol=308.5 smiles="CS(=O)(=O)C1=CC(=O)C(S)=C(CCC(N)=O)C1=O" charge=0 e_tot_ha=-1614.9344
C -2.171 3.931 -0.042 -0.130
S -0.640 3.174 -0.603 0.657
O -0.167 3.763 -1.837 -0.311
O 0.315 3.338 0.469 -0.311
C -0.796 1.401 -0.893 -0.169
C -0.898 0.875 -2.104 0.074
C -0.980 -0.645 -2.281 -0.353
O -1.296 -1.104 -3.331 0.116
C -0.613 -1.571 -1.117 -0.443
S -0.350 -3.313 -1.416 0.850
C -0.495 -1.036 0.103 -0.169
C -0.093 -1.805 1.370 -0.116
C 1.346 -1.299 1.759 -0.084
C 2.444 -1.839 0.830 -0.505
N 3.722 -2.038 1.432 0.126
O 2.318 -2.058 -0.339 0.063
C -0.775 0.446 0.287 -0.322
O -0.948 0.843 1.399 0.126
H -2.679 3.374 0.761 0.076
H -1.868 4.904 0.393 0.081
H -2.846 4.183 -0.880 0.074
H -0.890 1.530 -2.985 0.138
H -1.371 -3.751 -2.201 -0.109
H -0.771 -1.561 2.208 0.123
H -0.099 -2.892 1.207 0.091
H 1.374 -0.194 1.679 0.130
H 1.533 -1.526 2.824 0.118
H 3.544 -2.325 2.393 0.080
H 4.150 -2.804 0.913 0.100



Entry 6:
14
Properties=species:S:1:pos:R:3:lowdin_charge:R:1 method="wB97M-V/def2-TZVPD" de_lowest_kj_mol=108.9 smiles="CC[C@@H](O)C=O" charge=0 e_tot_ha=-307.6710
C -1.441 -0.993 0.007 -0.102
C -0.660 0.101 -0.714 -0.198
C 0.419 0.775 0.162 -0.374
O 0.183 0.637 1.533 -0.023
C 1.815 0.279 -0.162 -0.188
O 2.600 -0.029 0.706 0.063
H -2.194 -1.420 -0.664 0.073
H -1.950 -0.578 0.879 0.074
H -0.796 -1.805 0.358 0.080
H -1.365 0.867 -1.061 0.109
H -0.191 -0.309 -1.620 0.106
H 0.446 1.846 -0.111 0.153
H 1.040 0.389 1.922 0.091
H 2.093 0.240 -1.235 0.134



Entry 7:
18
Properties=species:S:1:pos:R:3:lowdin_charge:R:1 method="wB97M-V/def2-TZVPD" de_lowest_kj_mol=0.0 smiles="BrC1=CC=CP1#P1C=CC=C1" charge=0 e_tot_ha=-3565.6648
C 0.542 2.945 -0.167 -0.220
C -0.730 2.738 0.496 -0.201
C 0.590 -2.847 -0.586 -0.226
C -0.471 -2.902 0.405 -0.197
C 0.943 1.907 -0.928 -0.311
C -1.291 1.540 0.240 -0.409
C 1.356 -1.771 -0.631 -0.324
C -0.540 -1.742 1.118 -1.037
P -0.358 0.525 -0.864 0.826
P 0.791 -0.560 0.661 0.820
Br -1.742 -1.331 2.411 0.741
H 0.899 4.038 -0.141 0.124
H -1.373 3.563 1.031 0.137
H 0.625 -3.584 -1.302 0.073
H -1.045 -3.880 0.360 0.129
H 1.844 1.900 -1.513 0.049
H -2.041 1.070 0.801 0.000
H 2.000 -1.610 -1.390 0.025



Entry 8:
62
Properties=species:S:1:pos:R:3:lowdin_charge:R:1 method="wB97M-V/def2-TZVPD" de_lowest_kj_mol=26.8 multiplicity=2 charge=+3 e_tot_ha=-5714.5113
Ti -1.171 0.581 0.244 0.742
F -3.002 -5.927 -1.311 0.211
C -2.257 -4.864 -1.158 -0.106
C -0.882 -4.983 -1.034 -0.110
F -0.321 -6.166 -1.073 0.201
C -0.105 -3.843 -0.872 -0.191
F 1.207 -4.008 -0.766 0.144
C -0.656 -2.571 -0.818 -0.293
P 0.420 -1.113 -0.681 1.028
C 1.249 -0.959 -2.250 -0.361
C 2.425 -1.653 -2.537 -0.066
C 2.932 -1.617 -3.827 -0.024
C 2.271 -0.907 -4.821 -0.022
C 1.102 -0.212 -4.534 -0.048
C 0.591 -0.233 -3.248 -0.102
C 1.516 -1.436 0.707 -0.380
C 2.846 -1.012 0.690 -0.074
C 3.665 -1.283 1.776 -0.030
C 3.165 -1.968 2.876 -0.025
C 1.831 -2.362 2.908 -0.052
C 1.002 -2.090 1.832 -0.107
C -2.041 -2.496 -0.948 -0.491
Br -2.993 -0.834 -0.946 1.012
C -2.843 -3.602 -1.117 -0.245
F -4.153 -3.490 -1.241 0.130
H 2.933 -2.233 -1.779 0.112
H 3.842 -2.155 -4.059 0.129
H 2.667 -0.899 -5.828 0.128
H 0.593 0.339 -5.314 0.119
H -0.325 0.306 -3.028 0.081
H 3.247 -0.479 -0.162 0.112
H 4.701 -0.972 1.756 0.127
H 3.818 -2.206 3.705 0.127
H 1.448 -2.903 3.764 0.123
H -0.025 -2.441 1.853 0.113
C -0.378 0.358 4.775 -0.084
C -1.884 0.284 4.599 -0.353
S -2.578 1.072 3.157 1.149
O -1.839 0.355 1.942 -0.663
C -1.847 2.727 3.155 -0.324
C -0.450 2.865 2.552 -0.091
H -0.113 -0.286 5.614 0.106
H -0.043 1.363 5.025 0.084
H 0.159 -0.003 3.898 0.066
H -2.440 0.771 5.410 0.121
H -2.263 -0.738 4.525 0.111
H -1.873 3.031 4.204 0.119
H -2.586 3.331 2.630 0.100
H 0.329 2.860 3.309 0.094
H -0.388 3.800 2.001 0.096
H -0.191 2.055 1.859 0.026
C -2.098 4.564 -3.192 0.051
N -0.974 4.214 -2.269 -0.122
C 0.277 5.028 -2.328 0.047
C -1.039 3.182 -1.534 -0.175
N -1.106 2.228 -0.848 0.074
H -2.154 5.649 -3.227 0.112
H -3.028 4.161 -2.802 0.106
H -1.884 4.164 -4.179 0.111
H 0.704 4.925 -3.323 0.114
H 0.977 4.669 -1.579 0.103
H 0.011 6.063 -2.132 0.112



Entry 9:
103
Properties=species:S:1:pos:R:3:lowdin_charge:R:1 method="wB97M-V/def2-TZVPD" charge=+1 e_tot_ha=-12953.2772
O 4.134 -0.098 -0.265 -0.338
S 2.792 0.484 -0.846 1.029
N 1.648 -0.424 -0.037 -0.175
C 0.519 -0.180 -0.500 -0.859
S -0.841 0.402 -0.834 0.937
H 4.819 -0.058 -0.955 0.044
H 2.746 1.755 -0.282 -0.087
Cl 0.955 0.274 -4.024 0.547
C -0.367 1.274 -4.689 -0.653
C 0.084 2.685 -4.961 -0.669
Cl 0.428 3.582 -3.457 0.527
H -1.195 1.244 -3.985 0.021
H -0.688 0.801 -5.614 0.086
H -0.704 3.225 -5.478 0.038
H 0.980 2.706 -5.579 0.025
Cl -2.505 6.464 -4.562 0.545
C -3.876 5.638 -5.346 -0.658
C -4.397 4.499 -4.512 -0.635
Cl -3.221 3.157 -4.414 0.586
H -3.546 5.297 -6.323 0.069
H -4.662 6.378 -5.484 0.077
H -5.303 4.096 -4.960 0.077
H -4.625 4.814 -3.498 0.071
Cl 3.080 3.830 -0.103 0.611
C 4.693 3.640 0.681 -0.602
C 4.762 4.341 2.010 -0.671
Cl 4.699 6.104 1.820 0.564
H 5.436 4.031 -0.009 0.068
H 4.863 2.572 0.810 0.042
H 5.708 4.101 2.493 0.049
H 3.954 4.041 2.668 0.034
Cl 7.973 6.277 -0.087 0.527
C 9.048 6.996 1.142 -0.651
C 9.588 5.966 2.099 -0.652
Cl 8.321 5.301 3.164 0.547
H 8.490 7.770 1.662 0.071
H 9.872 7.464 0.606 0.076
H 10.334 6.423 2.746 0.076
H 10.050 5.137 1.570 0.068
Cl -4.816 -1.527 -2.252 0.550
C -4.080 -1.738 -0.644 -0.686
C -4.420 -3.071 -0.028 -0.648
Cl -6.141 -3.182 0.412 0.586
H -4.409 -0.915 -0.015 0.069
H -3.001 -1.662 -0.782 0.025
H -3.848 -3.207 0.889 0.076
H -4.191 -3.892 -0.702 0.072
Cl 3.507 2.435 -6.888 0.557
C 3.905 0.729 -6.542 -0.668
C 4.751 0.105 -7.621 -0.690
Cl 3.847 -0.099 -9.141 0.552
H 2.971 0.189 -6.407 0.044
H 4.448 0.719 -5.598 0.068
H 5.072 -0.886 -7.304 -0.058
H 5.633 0.704 -7.831 0.073
Cl 7.308 0.172 0.327 0.569
C 7.454 -1.606 0.404 -0.639
C 8.174 -2.133 -0.806 -0.628
Cl 7.183 -1.887 -2.273 0.579
H 6.453 -2.022 0.476 0.067
H 7.996 -1.852 1.315 0.082
H 8.351 -3.201 -0.701 0.082
H 9.129 -1.637 -0.958 0.075
Cl 2.724 1.484 2.715 0.598
C 1.082 2.183 2.566 -0.641
C 0.505 2.555 3.906 -0.654
Cl 0.147 1.120 4.895 0.565
H 0.456 1.455 2.054 0.047
H 1.171 3.070 1.940 0.049
H -0.433 3.087 3.761 0.080
H 1.181 3.193 4.467 0.073
Cl -9.146 -4.177 5.432 0.557
C -8.318 -3.244 4.162 -0.643
C -6.898 -3.700 3.965 -0.668
Cl -5.861 -3.304 5.365 0.535
H -8.368 -2.192 4.434 0.034
H -8.879 -3.391 3.241 0.077
H -6.469 -3.197 3.101 0.008
H -6.843 -4.774 3.803 0.059
Cl 5.723 -2.971 -6.794 0.630
C 6.493 -3.720 -5.369 -0.651
C 5.906 -5.067 -5.045 -0.655
Cl 4.228 -4.940 -4.455 0.536
H 6.383 -3.034 -4.535 -0.006
H 7.552 -3.823 -5.599 0.079
H 6.487 -5.537 -4.253 0.074
H 5.910 -5.723 -5.912 0.072
Cl -8.981 -7.382 4.114 0.522
C -10.723 -7.339 4.479 -0.671
C -11.149 -8.490 5.352 -0.666
Cl -11.057 -10.053 4.499 0.537
H -11.262 -7.334 3.536 0.070
H -10.914 -6.398 4.992 0.036
H -12.186 -8.354 5.653 0.073
H -10.535 -8.559 6.245 0.069
Cl -8.386 0.357 6.045 0.538
C -7.624 0.159 7.647 -0.656
C -7.958 -1.167 8.281 -0.667
Cl -9.672 -1.272 8.753 0.541
H -7.943 0.989 8.271 0.067
H -6.549 0.231 7.494 0.070
H -7.371 -1.293 9.188 0.074
H -7.741 -1.996 7.611 0.035